{
  "formula": "C25H45FeN4OP",
  "method": "ωB97M-V with the def2-TZVPD basis set",
  "elements": ["C", "N", "C", "C", "C", "C", "Fe", "C", "N", "C", "C", "C", "P", "C", "C", "C", "C", "C", "C", "C", "C", "C", "C", "H", "H", "H", "H", "H", "H", "H", "H", "H", "H", "H", "H", "H", "H", "H", "H", "H", "H", "H", "H", "H", "H", "H", "H", "H", "H", "H", "H", "H", "H", "H", "H", "H", "H", "H", "C", "H", "H", "H", "O", "H", "N", "C", "C", "C", "C", "C", "N", "H", "H", "H", "H", "H", "H"],
  "coordinates": [[0.2486, 2.0295, -2.2429], [0.0660, 1.8976, -0.8617], [-0.2353, 2.9642, -0.0853], [-0.4055, 4.2369, -0.5898], [-0.2110, 4.4146, -1.9839], [0.1149, 3.3522, -2.7861], [0.0000, 0.0000, 0.0000], [-0.2712, 2.6633, 1.3900], [-0.7243, 1.2682, 1.6953], [-2.2173, 1.1641, 1.6311], [-2.7500, 1.0916, 0.2049], [0.5299, 0.8868, -2.9789], [0.6597, -0.6409, -2.0948], [2.4572, -1.2318, -2.2493], [2.8240, -1.6834, -3.6713], [-0.4991, -1.8487, -2.9889], [-0.2499, -3.3075, -2.5800], [-1.9149, -1.4433, -2.5382], [-0.4371, -1.7036, -4.5191], [3.3276, -0.0114, -1.8925], [2.7544, -2.3526, -1.2394], [-0.2970, 0.8824, 3.0788], [1.2088, 0.7692, 3.2683], [-0.6521, 5.0667, 0.0631], [-0.3192, 5.4051, -2.4186], [0.2650, 3.4871, -3.8528], [0.7249, 0.9726, -4.0431], [-2.6581, -2.0192, -3.1053], [-2.0596, -1.6527, -1.4732], [-2.0914, -0.3776, -2.7222], [-1.1910, -2.3641, -4.9677], [-0.6642, -0.6771, -4.8209], [0.5354, -1.9810, -4.9300], [-1.0524, -3.9363, -2.9877], [0.6972, -3.6865, -2.9744], [-0.2483, -3.4274, -1.4928], [3.9062, -1.8610, -3.7213], [2.3240, -2.6147, -3.9509], [2.5783, -0.9156, -4.4124], [3.1901, 0.7978, -2.6147], [3.0783, 0.3738, -0.8990], [4.3822, -0.3163, -1.8937], [2.1648, -3.2532, -1.4246], [3.8158, -2.6248, -1.3078], [2.5497, -2.0152, -0.2200], [0.7503, 2.7462, 1.7709], [-0.8960, 3.3884, 1.9307], [-2.4806, 0.2438, 2.1590], [-2.6652, 2.0081, 2.1782], [-0.7566, -0.0910, 3.2681], [-0.7276, 1.6038, 3.7925], [1.4072, 0.3403, 4.2557], [1.6319, 0.1121, 2.5038], [1.7176, 1.7363, 3.2217], [-3.8269, 0.8932, 0.2294], [-2.5713, 2.0058, -0.3628], [-2.2980, 0.2476, -0.3480], [1.5167, -0.0348, 0.3653], [5.1723, -1.1603, 4.4014], [5.3856, -0.5624, 5.2901], [6.1033, -1.2866, 3.8305], [4.8095, -2.1479, 4.7203], [4.1824, -0.4387, 3.6605], [3.9750, -0.9502, 2.8641], [-2.5578, -1.7412, 3.0089], [-1.4882, -2.3397, 2.2664], [-1.3936, -3.7188, 2.6099], [-0.5010, -4.5575, 2.0023], [0.2809, -4.0341, 1.0233], [0.1515, -2.6880, 0.6988], [-0.6496, -1.7580, 1.2363], [-2.4338, -0.9975, 3.7023], [-3.3041, -2.3476, 3.3840], [-2.0311, -4.1529, 3.3721], [-0.4371, -5.6040, 2.2724], [0.9805, -4.6633, 0.4878], [0.6841, -2.3099, -0.0661]],
  "forces_ev_per_a": [[-0.539, 1.639, 1.363], [-0.246, 0.811, -0.645], [0.445, -1.342, -0.139], [0.260, 0.223, -1.255], [-0.233, 0.355, 0.984], [0.209, -1.070, -0.281], [-1.314, 0.460, 2.550], [-0.277, -0.428, 0.378], [-0.152, 0.552, -0.328], [0.123, 0.061, -0.037], [-0.132, -0.046, 0.153], [0.203, 0.268, -0.289], [0.540, -2.194, -2.105], [0.374, 0.327, 0.058], [-0.258, -0.025, -0.015], [-0.350, 0.081, -0.210], [0.185, 0.082, -0.024], [0.156, -0.004, -0.039], [0.153, 0.041, 0.076], [-0.087, -0.030, 0.078], [-0.084, 0.067, -0.031], [0.130, 0.096, -0.069], [-0.221, 0.023, 0.026], [0.015, -0.095, -0.104], [0.011, -0.171, 0.075], [-0.019, 0.007, 0.131], [-0.057, -0.024, 0.094], [0.136, 0.143, 0.157], [-0.089, -0.026, -0.034], [-0.120, -0.090, -0.002], [0.142, 0.155, 0.115], [-0.052, -0.149, -0.077], [-0.169, 0.036, 0.028], [0.132, 0.183, 0.066], [-0.162, 0.019, 0.036], [-0.122, -0.125, -0.344], [-0.220, 0.072, 0.082], [0.112, 0.137, 0.018], [0.081, -0.114, 0.047], [0.139, -0.064, 0.014], [0.156, -0.015, -0.091], [-0.228, 0.117, -0.026], [0.131, 0.041, -0.044], [-0.228, 0.105, -0.021], [0.319, -0.014, -0.076], [-0.083, 0.151, -0.105], [0.129, -0.086, -0.121], [-0.062, 0.362, -0.324], [0.084, -0.146, -0.121], [0.224, 0.286, 0.014], [0.034, -0.141, -0.154], [0.073, 0.084, -0.225], [0.057, 0.059, 0.207], [-0.005, -0.194, 0.060], [0.188, 0.075, -0.045], [-0.150, -0.089, 0.016], [-0.228, 0.175, 0.092], [1.039, -0.080, 0.359], [0.131, -0.011, 0.112], [-0.007, -0.131, -0.147], [-0.233, 0.063, 0.114], [0.045, 0.226, -0.074], [-0.120, -0.353, -0.355], [0.176, 0.192, 0.337], [-0.010, 0.963, -0.375], [-0.317, -0.764, 0.553], [-0.015, 0.918, -0.345], [-0.307, -0.490, 0.239], [0.783, 0.739, -1.022], [-1.312, -1.333, 2.126], [-2.531, -1.820, 2.709], [0.468, -0.330, -0.747], [1.089, -0.006, -0.705], [-0.036, 0.487, 0.031], [-0.004, 0.049, 0.065], [0.058, 0.221, -0.099], [2.046, 0.846, -2.317]],
  "mulliken_spin": [0.0539, 0.1780, -0.0019, 0.1853, -0.0285, 0.1968, 4.3069, 0.0289, 0.0255, 0.0098, 0.0595, 0.3711, 0.0045, 0.0957, 0.0072, 0.0539, 0.0112, 0.0519, 0.0156, 0.0396, 0.0192, 0.0325, -0.0317, -0.0009, 0.0033, 0.0031, -0.0497, -0.0008, -0.0104, -0.0092, 0.0014, -0.0058, -0.0003, 0.0029, 0.0000, 0.0019, 0.0015, -0.0003, -0.0017, -0.0154, -0.0064, -0.0010, -0.0014, 0.0021, 0.0032, 0.0089, -0.0001, -0.0012, 0.0036, 0.0024, 0.0011, 0.0024, 0.0760, -0.0021, -0.0010, 0.0012, 0.0035, 0.2407, 0.0000, 0.0000, 0.0000, 0.0000, -0.0006, 0.0019, 0.0012, 0.0245, 0.0059, 0.0023, -0.0080, -0.0176, -0.0005, 0.0001, -0.0001, 0.0008, 0.0001, 0.0007, 0.0530],
  "orbital_gap_ev": [8.7, 6.3],
  "total_charge": 2,
  "lumo_ev": [-5.433, -8.042],
  "homo_energy_ev": [-14.1698, -14.3628],
  "multiplicity": 7
}



{
  "formula": "C25H45MnNP2",
  "method": "ωB97M-V with the def2-TZVPD basis set",
  "elements": ["Mn", "C", "C", "C", "C", "C", "C", "H", "H", "H", "C", "H", "H", "H", "C", "H", "H", "H", "C", "H", "H", "H", "C", "H", "H", "H", "C", "C", "C", "C", "C", "C", "C", "C", "H", "H", "H", "H", "H", "H", "H", "H", "H", "H", "H", "H", "P", "C", "H", "H", "H", "C", "H", "H", "H", "C", "H", "H", "H", "P", "C", "H", "H", "H", "C", "H", "H", "H", "C", "H", "H", "H", "N", "C"],
  "coordinates": [[0.8259, -0.8698, -0.6101], [-0.2540, -1.2017, 2.0323], [1.0614, -1.4754, 1.4195], [1.0549, 0.6640, 2.3738], [-0.1896, 0.0513, 2.6575], [1.8529, -0.2271, 1.6179], [-1.2404, -2.2543, 2.3547], [-1.2952, -3.0254, 1.5706], [-2.2508, -1.8365, 2.4847], [-0.9906, -2.7684, 3.3017], [-1.1393, 0.5704, 3.6747], [-1.9928, -0.0954, 3.8155], [-1.5091, 1.5707, 3.4147], [-0.6348, 0.6592, 4.6491], [1.5014, 1.9249, 3.0048], [1.8101, 1.7574, 4.0491], [0.6860, 2.6600, 3.0367], [2.3536, 2.3761, 2.4843], [3.3393, -0.1762, 1.6019], [3.7707, -0.6278, 2.5134], [3.6984, 0.8621, 1.5576], [3.7538, -0.7065, 0.7380], [1.6614, -2.8430, 1.5126], [1.8269, -3.1090, 2.5692], [2.6272, -2.9002, 0.9972], [0.9944, -3.5979, 1.0745], [-0.4963, -1.0857, -2.0514], [-0.3572, -2.2830, -1.2100], [0.3993, -3.4773, -1.7743], [1.9321, -3.2573, -1.8109], [2.3517, -1.9091, -1.2426], [2.1646, -0.6894, -2.0265], [1.6086, -0.7854, -3.4389], [0.0848, -1.0241, -3.4476], [0.0470, -3.7445, -2.7856], [2.3050, -3.3928, -2.8404], [0.1783, -4.3571, -1.1430], [-0.1504, -1.9382, -4.0163], [-1.4201, -0.5141, -1.9671], [-1.2128, -2.5382, -0.5710], [-0.3968, -0.2051, -4.0049], [1.8293, 0.1511, -3.9813], [2.9431, 0.0712, -1.9258], [2.1114, -1.5884, -4.0095], [2.4045, -4.0532, -1.2087], [3.2699, -1.9419, -0.6496], [-3.1740, 0.8788, 0.0290], [-3.8241, 1.2291, 1.6622], [-4.9056, 1.3835, 1.5563], [-3.3658, 2.1286, 2.0840], [-3.6645, 0.3774, 2.3373], [-3.9700, 1.9266, -1.1740], [-5.0455, 1.7076, -1.1133], [-3.6030, 1.6920, -2.1828], [-3.7838, 2.9841, -0.9382], [-3.5806, -0.8318, -0.3264], [-3.1403, -1.1837, -1.2664], [-4.6747, -0.8964, -0.4085], [-3.2548, -1.4929, 0.4895], [0.5622, 2.6634, -0.9059], [2.3140, 2.4988, -0.5812], [2.8956, 3.0481, -1.3323], [2.6109, 1.4435, -0.6113], [2.5681, 2.8846, 0.4131], [0.2275, 2.8272, -2.6555], [0.5935, 1.9509, -3.2040], [0.7075, 3.7355, -3.0377], [-0.8558, 2.8971, -2.8052], [-0.0743, 4.0444, 0.0194], [0.2868, 4.9782, -0.4363], [0.2708, 4.0021, 1.0631], [-1.1715, 4.0311, 0.0063], [-1.5338, 1.1893, -0.0482], [-0.3324, 1.0843, -0.4235]],
  "forces_ev_per_a": [[-1.792, 4.571, 5.967], [1.937, 0.606, 0.551], [-0.609, 1.755, 0.628], [0.220, -0.955, -0.683], [0.106, -0.864, -0.593], [-1.374, -0.998, 1.123], [-0.607, -0.550, -0.066], [-0.017, 0.168, 0.248], [0.148, -0.182, 0.017], [-0.067, 0.116, -0.337], [-0.199, 0.381, 0.135], [0.018, 0.076, 0.025], [-0.065, -0.030, 0.175], [-0.171, 0.018, -0.187], [0.098, 0.575, 0.206], [-0.019, 0.104, -0.209], [0.157, 0.030, 0.050], [-0.085, -0.025, 0.165], [0.472, 0.231, -0.323], [-0.172, 0.101, -0.297], [0.048, -0.243, 0.031], [0.128, 0.128, 0.232], [0.168, -0.408, 0.095], [0.004, -0.044, -0.194], [-0.247, -0.139, 0.274], [0.218, 0.057, 0.114], [-1.454, -2.241, -1.039], [-1.873, -0.309, -2.415], [0.044, -0.572, 0.115], [-0.133, -0.576, 0.318], [2.100, 0.495, -3.400], [2.505, -2.109, -1.600], [-0.162, 0.128, -0.478], [0.097, 0.064, -0.531], [-0.044, 0.129, 0.296], [0.022, 0.204, 0.298], [0.089, 0.363, -0.264], [-0.010, 0.169, 0.166], [0.288, -0.124, 0.214], [0.381, 0.238, -0.103], [0.023, -0.210, 0.169], [0.033, -0.316, 0.189], [-0.168, -0.174, 0.318], [-0.026, 0.328, 0.250], [-0.078, 0.380, -0.255], [-0.596, 0.220, 0.205], [3.495, -0.546, 0.218], [-0.067, 0.036, 0.085], [0.181, 0.006, 0.018], [-0.093, -0.173, -0.103], [0.110, 0.279, -0.274], [-0.228, 0.086, -0.148], [0.199, 0.186, -0.172], [-0.107, 0.059, 0.285], [-0.093, -0.358, -0.072], [-0.630, -0.247, -0.075], [-0.074, 0.191, 0.232], [0.141, -0.122, 0.022], [0.036, 0.331, -0.193], [-0.349, -1.017, 1.148], [0.540, 0.063, -0.112], [-0.114, -0.059, 0.136], [-0.265, 0.298, 0.021], [-0.236, -0.031, -0.239], [-0.022, 0.216, -0.304], [0.014, 0.145, 0.222], [-0.100, -0.186, -0.028], [0.167, 0.038, 0.045], [-0.040, 0.887, -0.057], [-0.202, -0.114, 0.235], [-0.058, -0.138, -0.365], [0.241, -0.032, -0.042], [-3.014, 1.358, 0.157], [1.236, -1.723, -0.239]],
  "mulliken_spin": [3.6713, 0.2316, 0.0145, 0.0113, -0.0111, -0.0833, -0.0191, 0.0005, 0.0010, 0.0050, 0.0006, -0.0006, 0.0007, -0.0001, -0.0163, 0.0049, 0.0015, 0.0000, -0.0189, -0.0007, 0.0023, 0.0021, 0.0262, -0.0006, 0.0001, -0.0014, -0.0398, -0.0033, 0.0329, 0.0174, 0.1105, 0.1232, 0.0087, 0.0455, -0.0076, 0.0065, 0.0071, -0.0039, -0.0500, -0.0324, 0.0035, 0.0038, -0.0432, 0.0044, 0.0017, -0.0355, -0.0035, 0.0008, -0.0001, -0.0001, -0.0003, 0.0020, -0.0001, 0.0000, 0.0005, -0.0010, 0.0017, 0.0001, -0.0020, -0.0096, 0.0397, 0.0012, 0.0014, 0.0033, 0.0071, -0.0045, 0.0005, 0.0008, 0.0046, 0.0015, -0.0016, 0.0004, 0.0000, -0.0136],
  "orbital_gap_ev": [6.0, 5.6],
  "total_charge": 1,
  "lumo_ev": [-2.662, -3.568],
  "homo_energy_ev": [-8.6331, -9.1428],
  "multiplicity": 5
}